Molecular formula: C31H26CoN7O5S
Method: DFT, ωB97M-V/def2-TZVPD

Element x y z (Å)
C: -1.1626 5.6336 -1.9262
C: 0.1890 -0.4724 -1.9596
C: -1.6619 2.6606 1.9044
C: -1.6329 3.2824 -2.1021
H: -2.3048 2.4611 -2.3100
C: 2.3143 -2.1297 2.5688
C: -0.9166 -1.7493 -5.0948
O: 2.0844 2.2768 1.0017
H: -2.1385 -4.1738 4.4857
N: -0.6470 -0.9066 -4.0069
C: 0.1018 5.3606 -1.4188
C: -2.0307 4.6008 -2.2557
C: 0.4817 3.5152 2.2166
H: -3.0264 4.8236 -2.6153
O: -3.6100 1.4152 1.3660
C: -0.9299 -3.8939 -6.1418
Co: 0.4302 1.0773 0.6689
C: 3.9987 -3.1759 1.2238
C: -1.3581 4.5648 3.2938
H: 0.7683 6.1685 -1.1484
C: 4.4565 -1.0934 2.3295
C: -1.0756 -2.8863 3.1543
O: 2.8003 4.0070 2.2514
C: -1.1959 -1.5564 2.8938
C: 1.9377 3.2603 1.8167
H: 2.0098 -3.9529 1.4773
N: -0.2296 0.8721 -2.2346
H: -0.7198 -4.9547 -6.1073
H: -2.1928 -1.5313 -8.2126
C: 3.1816 -1.0884 2.8733
S: 0.9567 -0.9580 -0.5637
C: 4.8709 -2.1369 1.5147
C: 0.7618 -4.3158 4.0302
H: -1.7103 -3.9579 -8.1396
C: -1.4868 -3.3345 -7.2845
H: 4.3106 -3.9845 0.5760
H: 1.4664 3.7964 -0.8021
C: 0.0102 4.5156 3.0511
C: 0.5047 4.0485 -1.2299
H: 0.5568 -5.2796 3.5673
N: -0.0333 -1.3413 -2.9490
N: 0.2396 -3.2440 3.1990
C: -0.6418 -3.1112 -5.0366
H: -1.4818 6.6605 -2.0489
H: 5.8694 -2.1357 1.0983
H: -1.9689 -4.8056 2.8461
H: -3.2822 3.6335 2.9013
H: 0.7074 5.2157 3.4888
H: -1.7612 5.3348 3.9399
N: -0.3599 2.6523 1.6785
H: 0.3302 -4.2890 5.0329
C: 2.7110 -3.1706 1.7371
N: 0.0769 1.6970 -1.3666
H: 1.8383 -4.1962 4.1100
N: 0.9847 -2.0810 3.0702
C: -1.4731 -1.1743 -6.2331
C: -0.3620 3.0294 -1.6025
C: -2.1303 -3.8984 3.4290
H: -3.1055 -3.4899 3.1771
H: 2.8448 -0.2721 3.4944
O: 0.5460 0.1170 2.5599
C: -1.7586 -1.9740 -7.3264
C: 0.1238 -1.0216 2.8228
H: -1.6768 -0.1106 -6.2599
H: 5.1227 -0.2685 2.5427
C: -2.2164 3.6293 2.7231
H: -0.2120 -3.5344 -4.1411
H: -2.0980 -0.9963 2.7150
H: -0.9540 0.0634 -4.0305
C: -2.4021 1.5166 1.2114
O: -1.6397 0.7573 0.5063

As for the HOMO-LUMO gap (spin up / spin down): 7.0223 / 6.1991 eV. For the HOMO energy (spin up / spin down), the calculation gives -8.20 / -8.58 eV. The spin multiplicity is 5. The value obtained for the LUMO energy (spin up / spin down) is -1.176 / -2.380 eV. As for the energy: -3737.39367 a.u. As for the net charge: 0. As for the expectation value of S²: 6.056. The value obtained for the relative energy (zero: lowest compared OMol25 entry of this formula, charge and spin) is 0.0 kcal/mol. The strongest force on any atom is 0.450 eV Å⁻¹.

Molecular formula: C31H26F3IrN3O2PS2
Method: DFT, ωB97M-V/def2-TZVPD

Element x y z (Å)
H: -0.1375 1.5892 -4.5552
C: 3.3082 -2.4521 -0.1086
C: 0.6209 -0.0965 3.1677
C: -1.3377 3.9850 -0.3512
H: 5.7141 -3.6347 1.9857
C: -1.1042 -0.1055 -1.7891
C: 0.4708 -4.2072 -1.6737
C: -1.9524 0.4615 -4.3750
C: -0.8163 2.8439 0.2101
H: 3.9342 -4.4260 0.4211
H: -3.6606 -0.7598 -3.9173
C: -4.1851 0.6774 1.3481
C: 0.0646 -2.8876 -1.5302
S: 2.6294 0.1879 -0.7320
C: 1.1997 3.1448 -0.8795
H: 4.6540 0.2694 1.0426
H: 0.8580 -5.0102 1.5921
H: -2.2854 0.6891 -5.3786
H: -5.2187 0.0617 3.1235
C: 0.2683 -3.0924 0.8594
C: -3.0716 0.4939 0.5432
F: 1.5984 -1.0710 5.0716
C: -3.3909 -1.0257 2.8445
C: 3.5099 -1.0994 0.0886
C: -2.7275 -0.3509 -3.5546
C: -2.1059 -0.4609 0.8815
Ir: 0.9887 0.6539 0.8383
H: 6.0366 -1.1561 2.2456
H: 0.6333 1.0556 -2.2940
H: -2.3523 4.2860 -0.1317
P: -0.6138 -0.5953 -0.1309
H: -0.7383 7.8450 -2.3935
C: -0.3203 0.6798 -2.6252
H: 1.4153 4.8725 -2.1014
S: -2.5452 5.7150 -2.7328
H: 0.3960 7.1354 -1.3004
C: -2.2769 -1.2125 2.0445
H: -2.9221 -1.2663 -1.6346
C: 4.0942 -3.3670 0.5761
C: 5.2797 -1.5884 1.6075
O: 1.4012 -0.7254 2.3889
H: -1.3845 2.2495 0.9113
H: -1.5597 -1.9616 2.3454
O: -0.0219 0.8839 2.7301
C: -0.7494 0.9707 -3.9125
H: 1.0252 -6.0197 -0.6678
C: -4.3469 -0.0802 2.4993
H: 0.5546 -4.6326 -2.6647
C: -2.3090 -0.6365 -2.2677
C: 5.0887 -2.9377 1.4482
F: 0.0479 0.4081 5.3975
N: -0.3927 7.0267 -1.9161
C: 0.7542 4.3186 -1.4486
C: 0.6432 -4.4178 0.7120
C: -0.5540 4.7361 -1.2207
N: 4.4964 -0.7270 0.9359
H: -2.9702 1.0882 -0.3551
C: 0.4498 -0.5789 4.6191
C: -1.1334 5.9120 -1.9348
C: 0.7412 -4.9817 -0.5542
H: -3.5127 -1.6239 3.7374
H: -4.9317 1.4087 1.0682
H: 0.2635 -2.6770 1.8529
N: 0.4194 2.3965 -0.0819
H: 2.2000 2.7805 -1.0660
F: -0.4676 -1.5551 4.6316
H: 2.5547 -2.7739 -0.8130
H: -0.1606 -2.3126 -2.4179
C: -0.0574 -2.3192 -0.2593

As for the HOMO-LUMO gap: 6.2913 eV. For the HOMO energy, the calculation gives -13.03 eV. The value obtained for the LUMO energy is -6.739 eV. As for the energy: -3052.91448 a.u. As for the net charge: +2. The value obtained for the relative energy (zero: lowest compared OMol25 entry of this formula, charge and spin) is 2.9 kcal/mol. The strongest force on any atom is 0.214 eV Å⁻¹.

Q: What is the relative energy (zero: lowest compared OMol25 entry of this formula, charge and spin) in the first record?
A: 0.0 kcal/mol

Q: Which value of strongest force on any atom does entry 2 give?
A: 0.214 eV Å⁻¹

Q: What is the energy in the second record?
A: -3052.91448 a.u.

Q: Which formula does entry 2 have?
A: C31H26F3IrN3O2PS2